--- P ---
23
Properties=species:S:1:pos:R:3 method="wB97M-V/def2-TZVPD" charge=0 smiles=Cc1ccccc1.CC gap_ha=0.368
C 1.12869 2.04131 2.34361
C 0.36479 0.74723 2.10447
C -0.07032 0.53969 0.80101
C -0.97319 -0.48228 0.48196
C -1.48501 -1.28433 1.48449
C -1.13140 -1.01225 2.81724
C -0.14073 -0.09580 3.11465
H 1.06233 2.63959 1.43042
H 2.17894 1.85665 2.54961
H 0.65132 2.74439 3.02881
H 0.36705 1.09888 -0.01545
H -1.24322 -0.77845 -0.51999
H -2.18337 -2.06197 1.20796
H -1.72278 -1.51657 3.57011
H 0.17120 -0.10236 4.15096
C 0.55838 0.06360 -3.90541
C 0.11105 -1.19397 -3.16750
H -0.22287 0.58412 -4.45855
H 1.15348 0.75647 -3.31251
H 1.29390 -0.18040 -4.69380
H 0.99862 -1.74819 -2.88548
H -0.48416 -1.78528 -3.85925
H -0.38271 -0.83009 -2.26736


--- Q ---
23
Properties=species:S:1:pos:R:3 method="wB97M-V/def2-TZVPD" charge=0 smiles=Cc1ccccc1.CC gap_ha=0.358
C 1.74025 2.03196 1.79171
C 0.40576 1.45665 1.46878
C -0.30993 1.98595 0.33833
C -1.44664 1.31470 -0.16460
C -1.91334 0.15147 0.47274
C -1.25543 -0.30417 1.73686
C -0.04166 0.32177 2.11660
H 1.50078 3.07205 2.08801
H 2.45343 1.85710 1.04374
H 2.15110 1.43741 2.55085
H 0.22271 2.82040 -0.07942
H -2.01085 1.68198 -1.16016
H -2.68196 -0.37609 0.10046
H -1.46238 -1.01456 2.42007
H 0.61433 0.11441 2.90637
C 0.83592 -1.61720 -2.35041
C -0.31252 -2.53616 -2.00838
H 0.60687 -0.57995 -2.53127
H 1.61145 -1.54528 -1.62110
H 1.29064 -1.90188 -3.35783
H -1.22353 -1.86041 -1.82058
H -0.12862 -3.16390 -1.23586
H -0.64638 -3.34625 -2.70491


--- R ---
23
Properties=species:S:1:pos:R:3 method="wB97M-V/def2-TZVPD" charge=0 smiles=Cc1ccccc1.CC gap_ha=0.361
C -0.78618 -2.48983 2.34587
C -0.03733 -1.43767 1.63127
C 1.12861 -1.80629 0.91981
C 1.84026 -0.86296 0.21024
C 1.49004 0.45286 0.34701
C 0.29081 0.84790 0.94364
C -0.49034 -0.11160 1.56101
H -0.20765 -3.25535 2.86380
H -1.29748 -3.14344 1.61427
H -1.59601 -2.12531 2.97719
H 1.39308 -2.85493 0.98190
H 2.70847 -1.15116 -0.36998
H 2.07155 1.27173 -0.06160
H 0.06522 1.90189 0.97225
H -1.43532 0.03759 2.07022
C -1.26452 3.10805 -3.25563
C -1.17576 1.58345 -3.29500
H -2.16445 3.52294 -3.69877
H -1.27072 3.43828 -2.21086
H -0.37661 3.57678 -3.68331
H -2.22457 1.26669 -3.20019
H -0.72531 1.06405 -2.44638
H -0.73636 1.14647 -4.18223


--- S ---
23
Properties=species:S:1:pos:R:3 method="wB97M-V/def2-TZVPD" charge=0 smiles=Cc1ccccc1.CC gap_ha=0.369
C -1.60285 2.93069 1.30312
C -1.36413 1.85384 0.26836
C -1.28593 2.13670 -1.08668
C -1.01968 1.15181 -1.99943
C -0.77874 -0.17772 -1.63517
C -0.58121 -0.34137 -0.27363
C -0.85477 0.63504 0.71719
H -2.65583 2.84747 1.60435
H -1.39541 3.89344 0.84347
H -1.05641 2.84587 2.24161
H -1.58966 3.04601 -1.59770
H -0.76057 1.44838 -3.01157
H -0.60769 -0.95670 -2.36401
H -0.31621 -1.29193 0.16294
H -0.81254 0.40757 1.76920
C 1.57463 -3.04265 0.21492
C 2.61860 -2.02589 0.62392
H 1.85152 -4.06652 0.49002
H 0.54102 -2.92110 0.54244
H 1.46643 -3.13854 -0.87933
H 2.84971 -2.01306 1.69428
H 3.44019 -2.23188 -0.06680
H 2.33954 -0.98947 0.43854


Which of them is least stable? Easy: Q.


--- P ---
15
Properties=species:S:1:pos:R:3 method="wB97M-V/def2-TZVPD" charge=0 smiles="C=N/C=C/C.O" gap_ha=0.321
C 1.94722 0.59696 1.40944
N 0.71830 0.99711 1.66670
C -0.29178 0.47341 0.82192
C -0.37012 -0.92539 0.47264
C -1.70988 -1.46744 -0.10364
H 2.94043 1.09385 1.84611
H 2.26544 -0.35141 0.83606
H -0.89462 1.13132 0.32176
H 0.40755 -1.60049 0.11351
H -2.12665 -0.46324 -0.55780
H -1.64738 -1.98985 -1.11524
H -2.34357 -2.02311 0.67891
O 0.22658 1.75158 -2.42307
H 1.09082 1.74382 -2.06086
H -0.21234 1.03288 -1.90643


--- Q ---
15
Properties=species:S:1:pos:R:3 method="wB97M-V/def2-TZVPD" charge=0 gap_ha=0.374
C 1.98956 -0.46109 -1.24326
C 0.93117 0.20871 -0.37359
N -0.28445 -0.54100 -0.68445
C -1.26913 -0.63711 0.09992
C -1.59910 0.17036 1.33554
O -1.18187 1.51535 1.24840
H 2.94658 0.06557 -1.28233
H 2.15140 -1.47847 -0.87219
H 1.57906 -0.55296 -2.25338
H 1.17520 0.13071 0.69485
H 0.84415 1.28276 -0.58471
H -2.01456 -1.38851 -0.17788
H -1.12397 -0.24737 2.23116
H -2.68774 0.08989 1.48018
H -1.45629 1.84318 0.38174


Which of them is least stable? Easy: P.


--- P ---
15
Properties=species:S:1:pos:R:3 method="wB97M-V/def2-TZVPD" charge=0 smiles="C=N/C=C/C.O" gap_ha=0.352
C -1.25503 1.37884 -1.25557
N -0.84580 0.98459 -0.11734
C 0.11951 -0.00668 0.04607
C 1.07430 -0.50181 -0.74827
C 2.01055 -1.67379 -0.55935
H -0.77436 1.08534 -2.19194
H -1.93415 2.23618 -1.22378
H 0.16138 -0.33989 1.08162
H 0.92030 -0.31054 -1.82404
H 2.98704 -1.45214 -0.98297
H 1.60584 -2.54609 -1.09623
H 2.08465 -1.98626 0.47393
O -2.02644 0.76211 3.06148
H -2.17783 0.68170 2.10531
H -1.94994 1.68842 3.23108


--- Q ---
15
Properties=species:S:1:pos:R:3 method="wB97M-V/def2-TZVPD" charge=0 gap_ha=0.328
C -1.29740 -0.23624 1.45294
C 0.41921 -0.65780 -0.79038
C -0.62735 -0.23349 -1.76924
N 1.19335 0.36207 -0.42202
C 2.12905 0.27070 0.63989
O 2.18714 -0.63050 1.42419
H -2.28514 -0.69333 1.54721
H -1.38478 0.75690 0.99405
H -0.81145 -0.15503 2.42836
H -0.66660 -0.88726 0.83096
H -0.27832 -0.56746 -2.75381
H -0.86075 0.84506 -1.81402
H -1.55458 -0.78123 -1.57646
H 1.07783 1.31294 -0.79154
H 2.78169 1.16240 0.68318


--- R ---
15
Properties=species:S:1:pos:R:3 method="wB97M-V/def2-TZVPD" charge=0 smiles=COC[C@H]1CN1 gap_ha=0.362
C 2.30570 0.52285 -0.10314
O 0.89188 0.48174 -0.10334
C 0.36727 -0.83373 0.04538
C -1.24165 -0.76598 0.02057
C -2.12182 0.40225 0.50142
N -1.70807 0.24431 -0.88524
H 2.72560 -0.06837 -0.93102
H 2.71506 0.14085 0.84309
H 2.60416 1.56851 -0.22303
H 0.73278 -1.27703 0.97867
H 0.74979 -1.45690 -0.79733
H -2.05908 -1.53159 0.07005
H -1.74671 1.23146 1.08147
H -3.22354 0.40051 0.53614
H -0.99136 0.94111 -1.03370


Which of them is least stable? Easy: R.


--- P ---
8
Properties=species:S:1:pos:R:3 method="wB97M-V/def2-TZVPD" charge=0 smiles="CP1=CN=1" gap_ha=0.372
C 1.15140 0.29659 0.31488
P -0.72406 0.63084 0.65917
C -1.57167 -0.38623 -0.68170
N -1.47805 -1.08745 0.35453
H 1.57886 1.28358 -0.12458
H 1.61728 -0.56518 -0.14252
H 1.40959 0.20592 1.30307
H -1.98335 -0.37808 -1.68283


--- Q ---
8
Properties=species:S:1:pos:R:3 method="wB97M-V/def2-TZVPD" charge=0 smiles=C1[C@@H]2NP12 gap_ha=0.371
C 0.08134 -0.88039 0.25952
C -0.65539 0.32992 -0.08491
N 0.39967 1.30899 -0.51130
P 0.62179 0.70281 1.17158
H -0.38579 -1.52862 0.88934
H 0.59817 -1.33389 -0.56068
H -1.74454 0.71646 -0.14515
H 1.08475 0.68472 -1.01840


Which of them is least stable? Easy: Q.